{"formula": "C31H44N4OP2Tc", "method": "the ωB97M-V functional and the def2-TZVPD basis", "symbols": ["Tc", "P", "P", "O", "N", "N", "N", "N", "C", "C", "C", "C", "C", "C", "C", "C", "C", "C", "C", "C", "C", "C", "C", "C", "C", "C", "C", "C", "C", "C", "C", "C", "C", "C", "C", "C", "C", "C", "C", "H", "H", "H", "H", "H", "H", "H", "H", "H", "H", "H", "H", "H", "H", "H", "H", "H", "H", "H", "H", "H", "H", "H", "H", "H", "H", "H", "H", "H", "H", "H", "H", "H", "H", "H", "H", "H", "H", "H", "H", "H", "H", "H", "H"], "xyz": [[-2.2548, -0.1463, 1.3033], [1.1372, 2.3389, -0.1535], [2.4722, -1.3004, 0.7145], [-3.7943, -1.0314, 1.9389], [3.8400, -1.9552, 1.6210], [2.1444, 3.6935, 0.4059], [1.0348, 2.9899, -1.8085], [3.1006, -1.8090, -0.8654], [3.7899, 5.2150, 0.7330], [-0.1033, 3.6895, -2.2314], [1.7758, 4.4920, 1.4918], [-0.3777, -1.7969, -0.3003], [-5.8144, -1.1650, 3.2078], [-3.2115, -2.5806, -1.7137], [5.2551, -1.9596, 3.3916], [-1.6353, -2.4608, 0.2656], [-6.0043, -0.7769, 0.7687], [-5.1888, -2.9415, 1.5128], [1.5144, 3.9336, -3.8134], [3.9921, -1.5744, 2.9665], [5.9053, -2.6120, 2.2839], [3.2141, -2.9700, -2.8191], [-0.3996, -0.3770, -0.8137], [-5.1614, -1.4586, 1.8455], [5.0265, -2.5901, 1.2000], [-2.5022, -3.1568, -0.5524], [2.7635, 5.4431, 1.6999], [-1.6049, 0.5030, -0.5345], [4.0194, -1.7787, -2.9358], [4.0308, -1.1675, -1.6923], [3.0916, 0.4550, 0.6614], [-2.9310, -0.0493, -0.7943], [2.6149, -2.9337, -1.5681], [2.5496, 1.2096, -0.5732], [0.1643, 4.2659, -3.4671], [3.3716, 4.1657, -0.0744], [-3.1031, -1.0416, -1.9430], [-3.2563, 1.4805, 1.9718], [2.0314, 3.1627, -2.7745], [3.1916, -1.0668, 3.4674], [5.6496, -1.7963, 4.3797], [3.1122, -3.7842, -3.5381], [3.3756, 1.7772, -1.0317], [-2.8519, -3.0414, -2.6645], [4.6673, -0.3711, -1.3068], [-0.9822, 3.7225, -1.5956], [-6.9316, -1.3634, 0.6384], [-2.7124, -4.2105, -0.3475], [-2.5907, 2.3634, 1.9942], [-1.4239, -2.9189, 1.2584], [-6.8133, -1.6292, 3.2818], [-5.5131, -0.7489, -0.2131], [-4.1136, 1.7141, 1.3042], [-0.5194, 4.8666, -4.0348], [2.2050, 0.5001, -1.3449], [-3.7814, 0.6583, -0.7958], [3.0293, 2.7783, -2.6249], [5.1185, -2.9700, 0.1989], [-3.6762, 1.3300, 2.9886], [-4.2946, -2.8275, -1.6348], [2.7432, 6.2210, 2.4483], [4.2050, 0.4553, 0.6326], [2.0666, 4.2457, -4.6894], [-6.2854, 0.2444, 1.0678], [-1.4656, 1.5800, -0.7320], [0.0197, -2.4507, -1.0843], [-5.2015, -1.5444, 4.0421], [-5.9117, -0.0696, 3.3143], [-4.0382, -0.7337, -2.4388], [4.7298, 5.7404, 0.6451], [1.9282, -3.6299, -1.0851], [-2.3112, -0.8700, -2.6849], [0.8378, 4.2959, 1.9912], [0.4818, 0.1199, -0.3784], [-4.7641, -3.1229, 0.5150], [-4.6287, -3.5114, 2.2612], [3.8392, 3.7426, -0.9536], [-0.1957, -0.4057, -1.8924], [2.7791, 0.9517, 1.6060], [0.3661, -1.8905, 0.5209], [-6.2252, -3.3007, 1.5017], [6.8841, -3.0539, 2.2852], [4.5052, -1.4003, -3.8266]], "atomic_forces_ev_per_a": [[-3.4, -1.7, 0.2], [2.6, 2.9, -1.8], [2.2, 0.2, -1.9], [1.1, 0.1, -0.2], [1.3, -0.2, 1.1], [-0.3, -0.3, 0.7], [-0.9, -0.3, 0.2], [-0.6, -0.5, 0.6], [-0.8, -0.9, -0.5], [0.7, 0.0, -0.9], [0.9, 0.3, -0.2], [-0.2, -0.4, 0.5], [0.3, 0.2, 0.2], [0.1, 0.5, -1.2], [2.1, -1.4, -1.4], [0.0, -1.9, 0.0], [-0.1, 0.6, -0.2], [0.3, -0.4, 0.2], [0.1, -0.6, 1.3], [0.0, -0.9, -2.5], [-0.5, 1.1, 2.8], [-0.6, 0.4, 0.9], [0.7, 0.9, -0.7], [-0.9, -0.4, -0.2], [-2.4, 1.2, 0.6], [0.5, 0.8, 1.0], [-0.6, -0.8, -0.2], [-1.1, -0.2, -0.8], [0.1, -0.3, 1.2], [-0.2, -0.1, -0.7], [0.3, 0.1, 0.1], [1.1, 1.3, -0.4], [0.6, 0.1, -0.5], [0.0, -0.3, 0.0], [0.3, -0.7, 1.1], [0.1, 0.3, 0.8], [-0.5, -0.9, 0.2], [-0.2, 1.5, 0.2], [-0.9, 0.5, -0.6], [-0.1, 0.1, 0.3], [0.1, -0.1, 0.0], [-0.1, 0.5, 0.2], [-0.5, -0.3, 0.4], [-0.4, 0.0, 0.6], [-0.5, -0.1, -0.4], [0.1, 0.1, -0.2], [0.4, 0.4, 0.1], [-0.6, 0.5, 0.5], [-0.2, -0.2, -0.1], [-0.1, -0.2, -0.8], [0.4, 0.3, -0.2], [0.0, -0.1, 0.2], [0.5, -0.2, 0.3], [-0.1, 0.1, -0.1], [0.2, 0.4, 0.2], [0.8, -0.2, 0.3], [-0.3, 0.0, -0.3], [0.0, 0.0, -0.2], [0.4, -0.2, -0.6], [0.7, -0.2, 0.1], [0.0, -0.1, 0.0], [-0.7, -0.1, 0.2], [-0.1, -0.1, 0.1], [0.1, -0.3, -0.2], [-0.1, -0.5, 0.6], [-0.2, 0.2, 0.1], [-0.2, 0.1, -0.4], [-0.1, -0.5, 0.1], [0.4, -0.2, 0.1], [-0.2, 0.1, -0.1], [0.3, 0.3, -0.2], [0.0, 0.2, 0.4], [0.1, 0.2, 0.0], [-0.4, -0.2, -0.2], [-0.1, 0.0, 0.4], [0.0, 0.0, -0.2], [-0.1, 0.2, 0.3], [-0.1, 0.3, 0.0], [0.2, -0.2, -0.4], [-1.0, 0.1, -0.7], [0.3, 0.1, 0.1], [0.1, -0.1, 0.0], [0.3, -0.3, 0.3]], "lowdin_spin": [1.913, 0.000, -0.002, 0.069, 0.037, 0.000, 0.000, 0.000, 0.000, 0.000, 0.000, 0.012, -0.002, -0.002, 0.101, 0.013, 0.000, 0.006, 0.000, 0.338, 0.142, 0.003, 0.013, 0.004, 0.341, -0.004, 0.000, -0.017, 0.002, 0.005, 0.000, -0.055, 0.004, 0.000, 0.000, 0.000, -0.005, 0.005, 0.000, 0.013, 0.001, 0.000, 0.000, 0.000, 0.000, 0.000, 0.000, 0.000, 0.010, 0.006, 0.000, 0.000, 0.014, 0.000, 0.000, 0.003, 0.000, 0.011, 0.009, 0.000, 0.000, 0.000, 0.000, 0.000, 0.003, 0.002, 0.000, 0.000, -0.001, 0.000, 0.000, -0.001, 0.000, 0.000, 0.000, 0.000, 0.000, 0.000, 0.001, 0.002, 0.001, 0.003, 0.000], "e_tot_ha": -2264.56623, "relative_energy_kj_mol": 66.39, "lumo_ev": [-6.7, -9.5], "gap_ev": [5.63, 2.82], "multiplicity": 4, "charge": 2, "e_homo_ha": [-0.452, -0.452], "s2": 3.80}